Version P
DFT (the ωB97M-V functional and the def2-TZVPD basis) results for an isolated molecule of C2H6N2O3.

CARTESIAN COORDINATES (ANGSTROEM)
C 0.65 -1.95 -0.88
O 0.33 -0.60 -1.05
N -0.65 -0.15 -0.09
C -0.19 0.75 0.87
N -0.25 2.16 0.60
O -1.12 2.51 -0.17
O 0.52 2.90 1.19
H 1.59 -2.08 -1.49
H -0.14 -2.64 -1.20
H 0.67 -2.10 0.32
H -1.33 0.22 -0.70
H 0.89 0.48 0.91
H -0.96 0.50 1.68

Values from the calculation:
- structure (SMILES) = CONC[N+](=O)[O-]
- charge = 0

=====

Version Q
DFT (the ωB97M-V functional and the def2-TZVPD basis) results for an isolated molecule of C2H6N2O3.

CARTESIAN COORDINATES (ANGSTROEM)
C -2.36 -0.02 0.06
N -1.24 -0.61 0.04
N -0.18 0.23 -0.60
C 1.07 -0.08 0.02
O 2.11 0.48 -0.72
O 1.13 0.59 1.28
O 1.22 -1.48 0.12
H -3.20 -0.71 0.51
H -2.67 0.85 -0.45
H -0.57 1.12 -0.65
H 2.12 0.06 -1.57
H 2.00 1.12 1.26
H 0.57 -1.58 0.72

Values from the calculation:
- structure (SMILES) = C=NNC(O)(O)O
- charge = 0

=====

The computed energies, referenced to the most stable structure and given in eV, are version P 3.668; version Q 0.000.

=====

Version P
DFT (the ωB97M-V functional and the def2-TZVPD basis) results for a cluster of 3 separate species, C2H6N2O3 in total.

CARTESIAN COORDINATES (ANGSTROEM)
C 0.61 -2.39 -0.02
C 3.10 -0.06 -0.13
N 2.38 1.06 -0.17
N -3.17 -0.80 -0.01
O 0.07 -1.39 -0.05
O 1.12 -3.39 -0.12
O 4.37 -0.17 0.24
H 2.60 1.87 0.36
H 1.51 1.06 -0.61
H -3.61 -1.21 -0.77
H -3.33 -1.20 0.89
H -2.36 -0.23 -0.13
H 4.77 0.70 0.61

Values from the calculation:
- charge = 0

=====

Version Q
DFT (the ωB97M-V functional and the def2-TZVPD basis) results for a cluster of 2 separate species, C2H6N2O3 in total.

CARTESIAN COORDINATES (ANGSTROEM)
N -2.79 -1.25 -0.11
N -2.84 0.08 -0.03
O -1.89 0.67 -0.47
O -3.82 0.64 0.43
H -2.09 -1.81 -0.47
H -3.70 -1.65 0.31
C 1.61 0.88 0.35
C 0.71 -0.10 -0.37
O 0.48 -1.19 0.03
H 1.11 1.84 0.52
H 2.32 1.22 -0.43
H 2.11 0.62 1.25
H 0.33 0.22 -1.37

Values from the calculation:
- structure (SMILES) = N[N+](=O)[O-].CC=O
- charge = 0

=====

Version R
DFT (the ωB97M-V functional and the def2-TZVPD basis) results for a structure of composition C2H6N2O3.

CARTESIAN COORDINATES (ANGSTROEM)
C -2.11 0.56 0.00
C -0.98 -0.23 -0.46
N -0.11 -0.74 0.30
N 2.76 0.12 0.04
O 2.28 -0.99 -0.45
O 3.91 0.29 0.07
O 1.92 0.86 0.53
H -2.28 0.74 1.08
H -3.03 0.04 -0.20
H -2.00 1.41 -0.61
H -1.12 -0.49 -1.52
H -0.27 -0.45 1.26
H 1.05 -1.12 -0.03

Values from the calculation:
- charge = 0

=====

The computed energies, referenced to the most stable structure and given in eV, are version P 0.000; version Q 2.606; version R 3.436.